(1)
{"formula": "C19H26N4O6S2", "method": "wB97M-V/def2-TZVPD", "symbols": ["O", "C", "N", "H", "C", "C", "C", "C", "C", "O", "H", "H", "H", "H", "H", "C", "N", "C", "C", "C", "C", "H", "S", "O", "O", "N", "C", "H", "C", "H", "H", "C", "H", "H", "C", "H", "H", "H", "S", "O", "O", "N", "C", "H", "C", "H", "H", "C", "H", "H", "C", "H", "H", "H", "H", "H", "H"], "positions_angstrom": [[1.69, -3.33, 1.96], [2.17, -2.23, 1.86], [3.07, -1.86, 0.93], [3.34, -0.89, 0.84], [3.37, -2.68, -0.23], [2.92, -1.96, -1.48], [2.74, -2.38, -2.76], [2.34, -1.23, -3.49], [2.31, -0.20, -2.60], [2.66, -0.64, -1.37], [2.04, 0.83, -2.67], [2.11, -1.18, -4.53], [2.87, -3.37, -3.14], [4.44, -2.88, -0.27], [2.84, -3.63, -0.12], [1.74, -1.05, 2.77], [0.76, -0.31, 2.02], [-0.54, -0.68, 1.88], [-1.13, 0.11, 0.92], [-0.14, 1.00, 0.46], [1.01, 0.70, 1.15], [1.97, 1.17, 1.06], [-0.15, 2.24, -0.82], [1.24, 2.44, -1.13], [-1.01, 1.82, -1.88], [-0.70, 3.68, -0.21], [-2.10, 3.78, 0.13], [-2.44, 4.78, -0.13], [-2.19, 3.54, 1.65], [-2.54, 2.53, 1.84], [-2.89, 4.23, 2.11], [-0.75, 3.75, 2.17], [-0.71, 4.51, 2.94], [-0.35, 2.82, 2.58], [0.05, 4.18, 0.93], [0.09, 5.27, 0.85], [1.06, 3.78, 0.89], [-2.66, 3.04, -0.44], [-2.83, -0.14, 0.45], [-3.47, -0.65, 1.63], [-3.35, 1.06, -0.13], [-2.89, -1.33, -0.69], [-2.44, -2.64, -0.26], [-3.11, -3.39, -0.69], [-1.01, -2.82, -0.80], [-0.27, -2.76, 0.00], [-0.90, -3.80, -1.28], [-0.83, -1.68, -1.83], [-0.47, -2.04, -2.79], [-0.13, -0.93, -1.47], [-2.23, -1.05, -1.95], [-2.80, -1.53, -2.75], [-2.19, 0.02, -2.12], [-2.51, -2.70, 0.82], [-0.98, -1.46, 2.47], [1.28, -1.46, 3.67], [2.58, -0.41, 3.03]], "e_homo_ev": -8.8, "smiles": "O=C(Cn1cc(S(=O)(=O)N2CCCC2)c(S(=O)(=O)N2CCCC2)c1)NCc1ccco1", "de_lowest_ev": 1.758}


(2)
{"formula": "C3H6N2O3", "method": "wB97M-V/def2-TZVPD", "symbols": ["C", "C", "C", "H", "H", "H", "H", "H", "H", "N", "N", "O", "O", "O"], "positions_angstrom": [[-0.12, -1.75, -0.07], [-0.69, 1.35, 0.23], [0.75, 1.21, -0.05], [-2.26, -1.13, -0.18], [-0.65, 2.16, 0.81], [-1.56, 1.33, -0.50], [1.50, 2.05, -0.37], [1.10, 0.73, 1.02], [1.81, -1.53, -0.71], [-1.06, -0.77, -0.08], [1.22, -1.08, 0.06], [-0.20, -2.97, -0.30], [-0.95, 0.20, 0.95], [1.11, 0.19, -0.81]], "e_homo_ev": -9.9, "smiles": "O=C1NOCCON1", "de_lowest_ev": 7.905}


(3)
{"formula": "C4H6N2O", "method": "wB97M-V/def2-TZVPD", "symbols": ["C", "C", "O", "C", "N", "C", "N", "H", "H", "H", "H", "H", "H"], "positions_angstrom": [[-2.05, 0.16, -0.30], [-0.86, -0.55, 0.32], [0.19, 0.43, 0.49], [1.42, 0.09, 0.10], [1.76, -1.03, -0.37], [2.34, 1.21, 0.30], [3.12, 2.06, 0.43], [-1.80, 0.52, -1.30], [-2.90, -0.54, -0.38], [-2.36, 1.01, 0.31], [-0.50, -1.37, -0.30], [-1.09, -0.93, 1.32], [2.75, -1.05, -0.61]], "e_homo_ev": -10.9, "smiles": "[H]/N=C(\\C#N)OCC", "de_lowest_ev": 1.511}


(4)
{"formula": "C26H40BrClInO9", "method": "wB97M-V/def2-TZVPD", "symbols": ["C", "C", "In", "C", "C", "O", "C", "C", "C", "Cl", "C", "C", "C", "Br", "H", "H", "H", "H", "H", "H", "H", "H", "H", "H", "H", "H", "H", "H", "H", "H", "O", "C", "O", "C", "C", "C", "H", "H", "H", "H", "H", "H", "O", "C", "O", "C", "C", "C", "H", "H", "H", "H", "H", "H", "O", "C", "O", "C", "C", "C", "H", "H", "H", "H", "H", "H", "O", "C", "O", "C", "C", "C", "H", "H", "H", "H", "H", "H"], "positions_angstrom": [[-2.78, 0.70, 7.05], [-2.07, 0.53, 6.07], [-0.62, 0.08, 4.36], [0.58, 2.02, 4.08], [0.90, 2.30, 2.60], [0.14, 2.10, 1.65], [0.84, -1.52, 4.94], [1.74, -2.06, 3.75], [2.96, -2.87, 4.33], [2.40, -4.22, 5.45], [-1.82, -0.33, 2.50], [-2.49, -1.76, 2.40], [-4.07, -1.60, 2.17], [-2.28, -2.91, 4.00], [-3.16, 0.75, 8.10], [-0.06, 2.87, 4.48], [1.55, 1.94, 4.66], [1.92, 2.80, 2.36], [1.52, -1.10, 5.75], [0.27, -2.36, 5.43], [1.16, -2.79, 3.11], [2.07, -1.23, 3.05], [3.67, -2.24, 4.93], [3.54, -3.39, 3.52], [-2.67, 0.42, 2.47], [-1.20, -0.15, 1.57], [-2.05, -2.26, 1.49], [-4.55, -2.51, 2.63], [-4.49, -0.69, 2.67], [-4.32, -1.66, 1.07], [0.68, -1.94, 0.77], [0.43, -2.36, -0.33], [-0.16, -1.61, -1.30], [-0.42, -2.43, -2.44], [0.55, -3.60, -2.33], [0.67, -3.77, -0.82], [-1.46, -2.75, -2.41], [-0.25, -1.85, -3.35], [0.21, -4.49, -2.85], [1.52, -3.32, -2.75], [-0.10, -4.42, -0.42], [1.66, -4.12, -0.54], [-0.87, -0.98, -6.67], [-1.99, -1.19, -6.29], [-2.52, -2.44, -6.14], [-3.90, -2.33, -5.78], [-4.05, -0.95, -5.17], [-3.02, -0.14, -5.95], [-4.51, -2.45, -6.68], [-4.16, -3.11, -5.07], [-5.06, -0.55, -5.24], [-3.77, -0.97, -4.11], [-3.43, 0.26, -6.87], [-2.58, 0.65, -5.34], [7.02, 3.06, -0.86], [5.90, 2.85, -0.49], [5.38, 1.61, -0.29], [3.98, 1.72, 0.04], [3.81, 3.13, 0.57], [4.85, 3.91, -0.22], [3.40, 1.55, -0.87], [3.72, 0.97, 0.78], [2.80, 3.51, 0.46], [4.07, 3.16, 1.63], [4.45, 4.26, -1.17], [5.26, 4.73, 0.36], [-2.83, 2.56, -2.83], [-1.72, 2.92, -2.54], [-1.22, 4.15, -2.83], [0.16, 4.21, -2.44], [0.32, 3.14, -1.38], [-0.67, 2.09, -1.84], [0.79, 4.03, -3.32], [0.39, 5.21, -2.05], [1.34, 2.77, -1.30], [0.03, 3.53, -0.41], [-0.24, 1.39, -2.55], [-1.10, 1.55, -0.99]], "e_homo_ev": -5.1, "total_charge": -1}


(5)
{"formula": "C5H39N2O13S", "method": "wB97M-V/def2-TZVPD", "symbols": ["C", "N", "C", "C", "S", "C", "C", "N", "H", "H", "H", "H", "H", "H", "H", "H", "H", "H", "H", "H", "H", "H", "H", "O", "H", "H", "O", "H", "H", "O", "H", "H", "O", "H", "H", "O", "H", "H", "O", "H", "H", "O", "H", "H", "O", "H", "H", "O", "H", "H", "O", "H", "H", "O", "H", "H", "O", "H", "H", "O"], "positions_angstrom": [[-1.77, 0.45, 0.66], [-0.78, -0.61, 0.95], [0.26, -0.96, -0.06], [0.93, -2.26, 0.41], [2.66, -2.60, -0.30], [1.20, 0.21, -0.26], [-2.60, 0.38, -0.60], [-3.21, -0.93, -0.89], [-1.24, 1.36, 0.95], [-2.54, 0.42, 1.52], [-0.28, -0.50, 1.89], [-0.28, -1.19, -1.00], [0.32, -3.12, 0.11], [1.14, -2.36, 1.48], [2.12, 0.06, 0.27], [1.45, 0.21, -1.35], [0.68, 1.16, -0.05], [-3.31, 1.22, -0.48], [-1.89, 0.74, -1.42], [-2.50, -1.54, -1.27], [-3.73, -1.38, -0.17], [3.08, 3.57, -1.42], [2.64, 3.43, 0.13], [2.62, 4.00, -0.64], [1.13, 4.77, -1.14], [0.05, 5.22, -2.19], [0.25, 5.21, -1.26], [-1.35, -0.30, -4.44], [-0.32, -0.72, -3.44], [-0.58, 0.06, -3.99], [1.29, 2.34, -4.79], [0.82, 1.20, -3.89], [1.40, 1.99, -3.91], [0.01, -3.09, -3.13], [-1.50, -2.86, -3.33], [-0.72, -2.44, -2.92], [-2.19, -2.10, 1.32], [-3.36, -1.55, 2.12], [-2.95, -2.40, 1.89], [1.78, -3.74, -2.23], [1.93, -3.19, -3.57], [1.53, -3.98, -3.17], [-1.25, 3.25, 2.12], [-0.77, 2.31, 3.12], [-1.60, 2.74, 2.87], [1.08, 0.69, 3.62], [0.81, 2.10, 4.17], [0.83, 1.58, 3.36], [-1.84, -2.44, 3.33], [-2.31, -1.59, 4.45], [-1.63, -2.26, 4.29], [-2.87, 1.04, 3.13], [-3.99, 1.79, 3.70], [-3.69, 0.88, 3.61], [2.87, 2.32, -2.98], [4.20, 1.99, -2.17], [3.75, 2.65, -2.70], [0.32, -1.41, 4.10], [1.11, -1.72, 2.83], [1.03, -1.09, 3.54]], "e_homo_ev": -3.9, "total_charge": -1, "de_lowest_ev": 0.884}


(6)
{"formula": "C9H5Br", "method": "wB97M-V/def2-TZVPD", "symbols": ["C", "C", "C", "C", "C", "C", "C", "C", "C", "Br", "H", "H", "H", "H", "H"], "positions_angstrom": [[1.49, -1.57, 3.77], [1.41, -0.82, 2.74], [-1.30, 0.24, -1.77], [-0.91, -1.01, -1.45], [-0.96, 1.26, -0.92], [-0.04, -1.20, -0.37], [-0.26, 1.16, 0.24], [0.21, -0.14, 0.52], [0.96, -0.22, 1.67], [3.33, 1.75, 0.77], [-1.94, 0.44, -2.55], [-1.04, -1.92, -2.12], [-1.28, 2.25, -1.27], [0.30, -2.12, -0.20], [0.04, 1.90, 0.92]], "e_homo_ev": [-8.5, -8.5], "de_lowest_ev": 0.000}